# 1
The following is a DFT calculation (the ωB97M-V functional and the def2-TZVPD basis) of a structure of composition CH4DyO2 at a distorted geometry.

Results
total charge: +2
HOMO level (alpha / beta): -0.6953 / -0.6959 Ha
Kohn-Sham gap (alpha / beta): 9.02 / 8.01 eV
spin multiplicity: 7
ΔE to the lowest compared entry with this formula, charge and spin: 0.0 kcal/mol

The geometry in XYZ format:
```
8
Properties=species:S:1:pos:R:3:forces:R:3
H 1.18008 -1.15000 -0.40244 -1.94 0.45 1.23
O 0.58272 -0.63033 0.26102 3.41 -0.03 -0.44
Dy 1.68509 1.61952 0.60293 -0.69 -0.71 -0.08
O -0.70861 -0.53416 -0.27828 -0.83 0.66 -1.82
C -1.61820 -1.12952 0.63675 0.22 -0.36 1.62
H -2.64841 -0.93084 0.31544 0.52 -0.01 -0.36
H -1.40480 -2.19767 0.77050 -0.24 0.24 -0.27
H -1.43566 -0.61398 1.58670 -0.45 -0.25 0.13
```
Forces are in eV/Å.

And the Löwdin charges, in e, turn out to be: 0.186 -0.305 1.985 -0.186 -0.022 0.131 0.116 0.094

***

# 2
The following is a DFT calculation (the ωB97M-V functional and the def2-TZVPD basis) of the molecule C4H12N2O.

Results
HOMO level: -0.3148 Ha
Kohn-Sham gap: 9.50 eV
SMILES: CN[C@@H](CN)CO
ΔE to the lowest compared entry with this formula, charge and spin: 36.8 kcal/mol

The geometry in XYZ format:
```
19
Properties=species:S:1:pos:R:3:forces:R:3
C 1.57606 0.75326 1.84579 -0.19 -0.63 0.17
N 1.26270 -0.09561 0.69476 0.29 0.05 -0.15
C -0.14829 -0.14762 0.33186 0.33 0.09 0.20
C -0.62743 1.07103 -0.47419 0.28 0.05 0.29
N 0.38784 1.45210 -1.45974 -0.15 -0.22 -0.46
C -0.43381 -1.46751 -0.35528 -0.03 -0.42 0.22
O -1.83906 -1.67498 -0.50015 -0.08 -0.38 0.26
H 2.19424 0.21484 2.56987 0.18 0.03 -0.13
H 0.65885 0.98557 2.39384 0.07 0.38 -0.12
H 2.10540 1.64395 1.52591 -0.08 0.39 0.22
H 1.78796 0.27665 -0.08793 -0.14 -0.16 -0.12
H -0.65418 -0.15149 1.29915 -0.48 -0.15 -0.17
H -0.70577 1.88490 0.23794 -0.12 0.33 0.05
H -1.61834 0.89729 -0.90470 0.00 -0.11 0.10
H 0.16048 2.34326 -1.88411 0.00 0.04 0.13
H 0.36325 0.78736 -2.22830 0.10 0.02 0.01
H 0.04605 -2.25800 0.23214 -0.18 0.06 0.01
H 0.00823 -1.53972 -1.34478 0.21 0.26 -0.29
H -2.07935 -2.44553 0.03260 0.00 0.36 -0.23
```
Forces are in eV/Å.

Atom charges from the natural (NBO) analysis, given in e for atoms 1 to 8: -0.412 -0.640 -0.075 -0.243 -0.852 -0.068 -0.735 0.188

***

# 3
The following is a DFT calculation (the ωB97M-V functional and the def2-TZVPD basis) of the ion C4H8N2P with charge +1 at a distorted geometry.

Results
total charge: +1
HOMO level: -0.4878 Ha
Kohn-Sham gap: 9.94 eV
SMILES: Cc1[nH]c(P)c[nH+]1
ΔE to the lowest compared entry with this formula, charge and spin: 9.4 kcal/mol

The geometry in XYZ format:
```
15
Properties=species:S:1:pos:R:3:forces:R:3
C -1.92274 -1.26105 -0.43352 1.02 -2.55 -4.15
C -0.72119 -0.43027 -0.38965 -1.69 1.11 -0.92
N 0.11459 -0.41770 0.63742 1.18 2.17 -1.42
C 0.95240 0.75539 0.55460 -0.89 -1.49 0.19
P 2.36699 1.01475 1.70498 0.28 1.97 -1.02
C 0.46874 1.39862 -0.53187 0.42 0.79 0.55
N -0.51068 0.66795 -1.15425 1.40 -0.77 2.81
H -1.58737 -2.25647 -0.86775 -0.50 0.73 0.70
H -2.25289 -1.42091 0.50309 -1.09 -0.67 3.31
H -2.80526 -1.04194 -1.05396 0.79 0.88 0.05
H 0.17875 -1.08838 1.36939 -0.19 -0.57 0.39
H 3.29456 0.97872 0.59693 -0.26 0.08 0.67
H 2.57554 -0.29010 1.99058 -0.04 -1.53 0.23
H 0.50323 2.41725 -0.84584 1.07 0.39 -0.21
H -0.65468 0.97416 -2.08014 -1.50 -0.53 -1.19
```
Forces are in eV/Å.

Atom charges from the natural (NBO) analysis, given in e for atoms 1 to 8: -0.685 0.481 -0.471 -0.134 0.383 -0.065 -0.476 0.263

***

# 4
The following is a DFT calculation (the ωB97M-V functional and the def2-TZVPD basis) of the molecule C2H3BrN2 at a distorted geometry.

Results
HOMO level: -0.2981 Ha
Kohn-Sham gap: 8.24 eV
ΔE to the lowest compared entry with this formula, charge and spin: 42.1 kcal/mol

The geometry in XYZ format:
```
8
Properties=species:S:1:pos:R:3:forces:R:3
C -0.24394 -0.28608 -0.51668 0.11 1.16 0.06
C 0.88328 -0.59655 0.14188 -2.18 -1.70 -4.19
N -0.90861 0.79124 0.21677 -0.59 0.80 0.62
N -0.42085 1.22497 1.22227 -0.20 1.26 1.64
Br 2.12207 -1.72000 -0.53515 1.26 -1.24 -0.74
H -0.73035 -0.40967 -1.50693 1.13 -0.68 0.70
H -1.76395 1.28613 -0.10506 0.01 -0.90 -0.85
H 1.06235 -0.29003 1.08291 0.46 1.31 2.77
```
Forces are in eV/Å.

And the natural (NBO) charges, in e, turn out to be: -0.134 -0.264 -0.257 -0.265 0.107 0.226 0.341 0.246

***

# 5
The following is a DFT calculation (the ωB97M-V functional and the def2-TZVPD basis) of a structure of composition C27H34NO7Tl at a distorted geometry.

Results
total charge: -2
HOMO level (alpha / beta): 0.0089 / 0.0063 Ha
Kohn-Sham gap (alpha / beta): 3.34 / 3.41 eV
ΔE to the lowest compared entry with this formula, charge and spin: 17.0 kcal/mol

The geometry in XYZ format:
```
70
Properties=species:S:1:pos:R:3:forces:R:3
C -2.52627 -1.20715 -7.02489 -0.99 0.47 -0.41
C -2.27229 -0.43151 -5.71034 -0.47 -0.89 0.19
C -1.21230 -1.85218 -7.45261 0.06 -0.02 -0.14
C -0.04673 -1.17305 -6.64635 -0.36 0.03 -1.56
H -1.09622 -1.70431 -8.54081 0.07 -0.16 0.58
H -1.27560 -2.94282 -7.28517 0.24 0.49 0.11
C -0.82381 0.05688 -5.78052 -0.37 -0.43 -0.18
H -2.40331 -1.13373 -4.87301 0.00 0.15 -0.19
H -3.03501 0.35675 -5.58006 0.55 -0.17 0.01
C -0.39087 0.86445 -4.49708 1.81 1.38 1.69
H -0.88493 0.87661 -6.54304 0.45 -0.60 0.32
H 0.48708 -0.55049 -7.38905 0.13 -0.45 0.32
C 0.88210 -2.36928 -6.27065 -1.02 2.98 2.42
C -3.66408 -2.21512 -6.95490 -0.04 -0.44 1.61
C -3.06130 -0.34714 -8.16689 1.68 0.65 -1.76
O -2.59436 -0.33133 -9.30495 -0.77 0.13 1.60
O -4.17268 -2.63320 -5.93687 0.26 0.20 -1.05
O -4.04943 -2.59842 -8.19358 -0.15 -0.24 0.29
O -4.13123 0.38845 -7.84278 -0.11 -0.17 -0.30
C -4.72695 0.99024 -9.00077 -0.09 0.12 0.16
H -5.61028 1.49975 -8.62352 0.01 0.05 -0.10
H -4.99522 0.21403 -9.72704 0.04 0.20 0.14
H -4.02350 1.68838 -9.46555 -0.22 -0.11 0.07
C -5.16999 -3.48348 -8.20612 -0.07 -0.03 0.02
H -4.97071 -4.37206 -7.59349 -0.09 0.24 -0.19
H -5.30971 -3.74661 -9.25571 -0.05 -0.03 0.17
H -6.05191 -2.96024 -7.81313 0.17 -0.23 -0.08
O 0.30695 0.43318 -3.32917 -1.71 0.86 -3.74
H -1.24911 1.47061 -4.10640 -0.30 -0.69 -0.75
H 0.29373 1.66442 -4.81686 -0.16 0.07 -0.97
C 2.26617 -1.83279 -5.97247 1.45 -0.18 -0.39
C 0.18260 -3.24936 -5.23503 -0.12 -1.16 0.11
H -0.02444 -4.31426 -5.52538 0.34 0.74 -0.10
H -0.80608 -2.86640 -4.92321 0.38 0.10 -0.39
H 0.73768 -3.32589 -4.29175 0.23 0.12 -0.25
H 2.56723 -1.94650 -4.93348 -0.14 -0.50 0.27
H 2.34627 -0.74514 -6.09089 -0.43 -0.12 -0.30
H 3.13494 -2.21951 -6.57954 -0.92 -0.09 0.37
Tl 0.83791 -0.97679 -1.89363 -0.25 -1.96 1.92
C 1.42445 2.03058 0.90728 1.62 0.23 -2.70
C 1.48140 2.11323 -0.51407 0.82 -0.01 1.83
C 0.15010 2.27472 -0.99792 -0.30 0.23 0.55
H 2.38857 2.07432 -1.11850 -0.36 -0.06 0.19
C -0.72700 2.27888 0.12484 0.45 0.16 1.46
C 0.06367 2.13013 1.29929 -2.57 0.31 -1.20
H -0.30163 2.08391 2.32517 0.10 -0.09 -0.42
H 2.27216 1.92793 1.58155 -0.32 -0.09 -0.24
H -0.14142 2.39617 -2.04062 0.16 -0.17 0.39
H -1.81433 2.36094 0.08712 0.48 -0.17 0.03
C -0.61446 -2.16079 1.15655 -0.59 0.11 0.06
C -0.90984 -1.11413 2.06778 -0.44 -0.20 -0.24
C -1.97935 -0.35313 1.52609 -0.06 -0.54 -0.12
H -0.39384 -0.91058 3.00656 -0.13 -0.06 -0.38
C -2.34773 -0.92325 0.27923 0.16 0.00 0.27
C -1.49754 -2.04429 0.04774 -0.03 0.08 0.36
H -1.52640 -2.71294 -0.81805 -0.04 0.21 0.28
H 0.14255 -2.93585 1.29012 -0.15 0.30 -0.11
H -2.42998 0.52649 1.99363 0.12 -0.22 -0.19
H -3.14016 -0.56413 -0.38364 0.27 -0.10 0.15
O 1.92876 -0.20888 2.84210 0.81 -0.48 -0.58
C 2.50956 -0.90413 2.00205 -0.89 0.41 -0.30
C 3.78201 -1.68213 2.33242 0.24 -0.15 0.29
C 4.12724 -2.38010 1.04106 0.29 -0.30 -0.04
C 3.03395 -1.91917 0.08091 -0.72 0.39 -0.52
O 2.99056 -2.26951 -1.12267 1.00 -0.10 1.33
N 2.13851 -1.09285 0.68551 1.19 -0.08 0.47
H 4.56981 -0.98794 2.64488 -0.20 -0.05 0.17
H 3.58127 -2.39327 3.14078 0.02 0.26 0.06
H 5.10785 -2.07552 0.65878 -0.12 -0.25 -0.12
H 4.09182 -3.47028 1.14884 0.14 0.11 -0.25
```
Forces are in eV/Å.

Atom charges from the natural (NBO) analysis, given in e for atoms 1 to 8: -0.276 -0.391 -0.394 -0.261 0.245 0.212 -0.200 0.239

***

# 6
The following is a DFT calculation (the ωB97M-V functional and the def2-TZVPD basis) of a structure of composition C38H31GeINO2PRe at a distorted geometry.

Results
total charge: +3
HOMO level: -0.6058 Ha
Kohn-Sham gap: 6.61 eV
ΔE to the lowest compared entry with this formula, charge and spin: 0.0 kcal/mol

The geometry in XYZ format:
```
76
Properties=species:S:1:pos:R:3:forces:R:3
Re -0.91497 0.10957 0.13617 -0.18 0.86 0.73
O -1.78013 -3.45427 -1.11654 0.04 -0.09 0.09
C -1.60126 -2.71704 -0.20539 0.02 -0.07 -0.10
O -1.99524 -1.40144 -0.26596 -0.10 0.10 -0.28
C -0.90147 -2.98265 1.10127 0.01 -0.07 -0.06
P 0.37133 -1.67838 1.24135 0.11 -0.20 0.13
C 1.72844 -2.21319 0.18133 -0.02 -0.07 -0.04
C 2.95532 -1.39193 0.10919 0.02 0.02 0.04
C 3.95775 -1.71852 -0.70189 0.06 -0.01 -0.01
C 3.85156 -2.80821 -1.72243 0.04 -0.01 0.01
C 2.56781 -3.68063 -1.63348 0.03 -0.01 -0.03
C 1.59799 -3.32148 -0.55842 -0.04 0.06 0.03
C 0.90206 -1.72996 2.96627 -0.01 0.02 -0.02
C 2.25274 -1.79070 3.31108 0.04 0.03 -0.02
C 2.62587 -1.90637 4.64261 0.00 0.00 0.01
C 1.66268 -1.97348 5.63705 0.00 0.01 -0.02
C 0.31449 -1.94319 5.29960 0.00 0.00 0.01
C -0.06382 -1.82396 3.97379 -0.04 -0.07 0.00
H -0.49510 -3.98818 1.17682 -0.01 0.00 0.01
H -1.61455 -2.83542 1.91357 -0.03 0.00 -0.01
H 3.07358 -0.56710 0.80280 -0.01 0.01 -0.01
H 4.88574 -1.15884 -0.65813 0.00 -0.01 0.00
H 4.77537 -3.38326 -1.75287 -0.01 -0.02 -0.01
H 2.76185 -4.75163 -1.63179 0.00 0.00 0.04
H 0.73651 -3.97196 -0.47341 0.02 0.02 -0.02
H 3.02689 -1.77987 2.55802 -0.01 0.00 0.00
H 3.67521 -1.96106 4.89881 0.00 0.00 0.00
H 1.95857 -2.07099 6.67281 0.00 -0.01 0.00
H -0.43997 -2.03348 6.06962 0.00 -0.01 0.00
H -1.12086 -1.84529 3.73451 -0.01 0.03 0.00
I 1.69031 1.52528 -2.15272 -0.13 0.14 -0.14
C 1.94322 -0.47640 -2.86843 0.05 -0.11 -0.04
C 3.17521 -0.86201 -3.14993 0.00 0.13 0.01
C 3.42224 -2.33212 -3.17204 -0.03 -0.09 0.04
C 2.12681 -3.19127 -3.07045 0.00 0.01 0.03
C 0.84052 -2.42795 -3.06246 -0.06 -0.08 -0.04
N 0.74962 -1.16446 -2.89245 -0.04 0.10 -0.01
H 4.01666 -0.18181 -3.19421 0.01 -0.02 0.06
H 4.12232 -2.63947 -3.94450 -0.02 0.07 -0.06
H 2.05795 -4.00732 -3.78697 0.03 -0.01 0.00
H -0.09292 -2.97818 -3.15987 0.01 0.00 0.00
C 0.38196 1.00868 -0.68016 0.01 -0.42 0.07
Ge -1.45377 2.75079 -0.42159 0.01 -0.12 0.06
C -2.69121 1.42810 -1.09661 0.29 -0.20 -0.12
C -2.52740 0.83802 -2.37849 0.03 0.25 0.13
C -3.44262 -0.07351 -2.83845 -0.36 -0.22 -0.05
C -4.54858 -0.41881 -2.04875 0.27 -0.03 -0.35
C -4.74015 0.15540 -0.80380 0.14 0.19 0.24
C -3.81782 1.07040 -0.32120 -0.26 -0.14 -0.18
C -0.43271 4.01371 -1.40475 -0.25 0.04 -0.02
C -0.77905 4.32469 -2.72240 -0.02 -0.04 -0.04
C -0.03539 5.26771 -3.41477 0.03 0.02 0.00
C 1.04231 5.89304 -2.79602 -0.02 -0.03 0.00
C 1.38145 5.58755 -1.48104 0.01 0.00 -0.02
C 0.64053 4.65237 -0.77500 0.07 0.00 0.00
C -1.80621 2.67634 1.47815 0.14 0.00 -0.09
C -1.12172 1.57634 2.06639 -0.18 0.13 -0.04
C -1.52389 1.12662 3.33893 0.16 -0.08 -0.07
C -2.61106 1.70553 3.96982 0.01 0.06 0.00
C -3.27483 2.76783 3.36739 -0.01 -0.04 0.07
C -2.88750 3.24642 2.11147 0.05 0.08 -0.01
H -1.68578 1.11098 -3.00430 0.05 -0.01 0.02
H -3.32110 -0.51597 -3.81799 0.00 -0.03 0.02
H -5.26894 -1.13268 -2.42755 0.01 -0.01 0.00
H -5.60432 -0.10567 -0.20836 -0.02 0.02 -0.01
H -4.00441 1.54418 0.63100 0.07 -0.04 0.11
H -1.62771 3.85219 -3.20589 0.03 0.02 0.03
H -0.30347 5.52532 -4.43067 0.00 0.01 0.01
H 1.61335 6.63614 -3.33689 0.00 0.00 0.00
H 2.20932 6.09319 -1.00230 0.00 0.01 0.00
H 0.89287 4.43770 0.25819 -0.02 0.02 0.00
H -0.05609 1.43009 1.81184 0.05 -0.12 -0.09
H -0.93289 0.37845 3.84748 -0.05 -0.01 0.00
H -2.91421 1.36751 4.95141 0.00 -0.01 -0.01
H -4.10526 3.23907 3.87878 0.00 -0.01 0.00
H -3.45002 4.05091 1.65379 0.03 0.03 0.02
```
Forces are in eV/Å.

Atom charges from the Löwdin analysis, given in e for atoms 1 to 8: 1.193 0.173 -0.589 -0.257 -0.186 1.025 -0.325 -0.115